No. 1
Density functional theory data (ωB97M-V/def2-TZVPD) for a structure of composition C2HLiO2Rb.

* energy above the lowest of the compared OMol25 structures with the same formula, charge and spin: 48.15 kcal/mol
* LUMO (alpha / beta): -4.97 / -4.96 eV
* net charge: +1
* E_HOMO (alpha / beta): -8.7832 / -8.9191 eV
* molecular weight: 149.44 g mol⁻¹
* total energy: -7033.15005 eV

```
7
Properties=species:S:1:pos:R:3:mulliken_charge:R:1
O -1.5118 0.2507 0.9536 -0.47
C -0.9365 -0.7429 0.9168 -0.08
Li -1.9063 1.3450 -0.7130 0.31
Rb -0.5611 3.0922 -0.0186 0.90
H -0.7013 -1.7679 0.7319 0.34
C 2.4272 -0.8757 -1.3023 0.14
O 3.1897 -1.3014 -0.5684 -0.15
```

---

No. 2
Density functional theory data (ωB97M-V/def2-TZVPD) for the ion C2HN2O3 with charge -1.

* SMILES string: O=c1nc([O-])o[nH]1
* energy above the lowest of the compared OMol25 structures with the same formula, charge and spin: 41.09 kcal/mol
* LUMO (alpha / beta): 3.93 / 3.93 eV
* net charge: -1
* E_HOMO (alpha / beta): -4.4556 / -4.4550 eV
* molecular weight: 101.04 g mol⁻¹
* total energy: -11211.76892 eV

```
8
Properties=species:S:1:pos:R:3:mulliken_charge:R:1
O -0.5256 -2.5462 -0.1061 -0.73
C 0.5176 -1.3967 -0.0046 0.33
N 1.8373 -1.4618 0.1334 -0.56
C 2.3949 -0.2603 -0.0003 0.65
O 3.5199 0.1074 0.0016 -0.59
O 1.3344 0.6890 -0.1166 -0.29
N 0.1828 -0.0727 -0.3139 -0.08
H -0.7812 0.5058 -0.1736 0.27
```